[1]
A cluster of 2 separate species, C2H2FOS in total in a non-equilibrium geometry, computed with ωB97M-V with the def2-TZVPD basis set.

```
7
Properties=species:S:1:pos:R:3:forces:R:3
C 1.364 -1.392 0.479 1.4 -1.2 -4.7
C -1.081 0.798 -0.613 2.4 -1.2 0.0
O 1.474 -1.578 -0.678 -1.1 0.8 2.5
F -2.028 1.769 -0.969 -0.6 1.6 -0.7
S 1.666 -1.385 1.983 -0.4 0.4 2.1
H 0.068 1.265 -0.586 -2.6 -0.5 0.4
H -1.464 0.523 0.383 0.9 0.0 0.5
```
Positions in Å, forces in eV/Å.

Its charge is -1.



[2]
A structure of composition C22H35F6N6O5RhS4Si4Te, computed with ωB97M-V with the def2-TZVPD basis set.

```
84
Properties=species:S:1:pos:R:3:forces:R:3
Rh -1.357 0.179 1.342 0.0 0.0 -0.1
F -6.248 0.248 2.709 0.0 -0.1 0.1
C -5.707 1.302 3.319 0.1 0.0 -0.1
F -6.125 2.405 2.699 0.0 0.0 0.0
F -6.111 1.334 4.579 0.0 0.0 0.0
S -3.856 1.233 3.218 -0.1 0.2 0.2
O -3.604 0.677 1.893 -0.1 -0.1 -0.1
O -3.437 2.580 3.438 0.0 -0.2 0.1
N -3.486 0.259 4.391 0.1 0.0 -0.3
S -2.809 -1.152 4.239 -0.1 -0.3 0.1
O -2.349 -1.609 5.503 0.0 0.1 0.1
O -1.899 -1.311 3.109 -0.1 0.1 0.1
C -4.203 -2.323 3.809 0.0 0.1 0.1
F -5.338 -1.932 4.379 0.0 0.0 0.0
F -4.396 -2.390 2.486 -0.1 0.1 0.0
F -3.902 -3.541 4.247 0.0 0.0 -0.1
C -0.777 3.753 0.844 0.0 0.0 0.0
C -1.790 3.085 -0.015 0.0 -0.1 -0.1
N -1.879 1.793 -0.183 -0.1 0.1 0.2
C -2.975 1.442 -0.946 0.0 0.0 -0.1
C -3.693 2.492 -1.412 0.0 0.0 0.0
S -3.009 3.955 -0.848 0.0 0.0 0.0
C -3.284 0.017 -1.090 0.0 0.0 0.0
C -4.212 -0.557 -1.894 0.0 0.0 0.0
S -4.265 -2.241 -1.604 0.0 0.0 0.0
C -3.039 -2.095 -0.417 0.1 0.0 -0.1
N -2.614 -0.870 -0.274 -0.2 0.0 0.1
C -2.528 -3.268 0.348 0.1 0.0 0.0
H 0.155 3.192 0.821 0.0 0.0 0.0
H -1.136 3.755 1.875 0.0 0.0 0.0
H -0.598 4.778 0.521 0.0 0.0 0.0
H -4.593 2.476 -2.004 0.0 0.0 0.0
H -4.858 -0.083 -2.614 0.0 0.0 0.0
H -3.179 -4.131 0.222 0.0 0.0 0.0
H -2.462 -3.016 1.405 0.1 0.0 -0.1
H -1.529 -3.540 0.002 0.0 0.0 0.0
C 0.358 -2.818 -3.044 0.0 0.0 0.0
Si 0.979 -1.051 -3.202 0.0 0.0 0.0
C -0.507 0.088 -3.346 0.0 0.0 0.0
C 2.038 -0.899 -4.745 0.0 0.0 0.0
Si 2.245 -0.436 -1.303 0.1 0.0 0.0
Te 0.786 -1.367 0.532 0.2 -0.3 -0.1
Si 4.271 -1.629 -1.088 0.0 0.0 0.0
C 3.900 -3.425 -0.690 0.0 0.0 0.0
C 5.311 -0.858 0.265 0.0 0.0 0.0
C 5.215 -1.538 -2.713 0.0 0.0 0.0
Si 2.622 1.887 -1.180 0.0 0.0 0.0
C 2.829 2.400 0.609 0.0 0.0 0.0
C 4.211 2.196 -2.141 0.0 0.1 0.0
C 1.251 2.869 -2.012 0.0 0.0 0.0
H -0.097 -3.135 -3.986 0.0 0.0 0.0
H -0.407 -2.893 -2.267 0.0 0.0 0.0
H 1.156 -3.522 -2.800 0.0 0.0 0.0
H -1.273 -0.369 -3.980 0.0 0.0 0.0
H -0.234 1.049 -3.786 0.0 0.0 0.0
H -0.951 0.284 -2.369 0.0 0.0 0.0
H 1.408 -1.023 -5.631 0.0 0.0 0.0
H 2.815 -1.663 -4.780 0.0 0.0 0.0
H 2.522 0.077 -4.815 0.0 0.0 0.0
H 3.335 -3.521 0.239 0.0 0.0 0.0
H 4.832 -3.984 -0.575 0.0 0.0 0.0
H 3.322 -3.898 -1.487 0.0 0.0 0.0
H 4.760 -0.762 1.202 0.0 0.0 0.0
H 5.665 0.133 -0.026 0.0 0.0 0.0
H 6.190 -1.483 0.446 0.0 0.0 0.0
H 4.706 -2.070 -3.518 0.0 0.0 0.0
H 6.198 -2.000 -2.581 0.0 0.0 0.0
H 5.376 -0.508 -3.035 0.0 0.0 0.0
H 3.779 2.038 1.008 0.0 0.0 0.0
H 2.039 1.993 1.243 0.0 0.0 0.0
H 2.815 3.490 0.702 0.0 0.0 0.0
H 5.080 1.768 -1.638 0.0 0.0 0.0
H 4.379 3.272 -2.239 0.0 0.0 0.0
H 4.163 1.777 -3.149 0.0 0.0 0.0
H 0.258 2.510 -1.743 0.0 0.0 0.0
H 1.347 2.805 -3.099 0.0 0.0 0.0
H 1.325 3.923 -1.734 0.0 0.0 0.0
O -0.186 1.328 2.630 -0.1 0.1 0.0
N -0.175 1.193 3.927 0.1 0.0 0.1
C 0.853 0.577 4.425 -0.3 0.0 -0.1
C 0.961 0.455 5.848 0.0 0.0 0.0
N 1.083 0.370 6.987 0.0 0.0 0.0
C 1.859 -0.020 3.593 0.2 0.1 0.2
N 2.680 -0.502 2.949 0.0 0.0 -0.1
```
Positions in Å, forces in eV/Å.

Its charge is 0. The spin multiplicity is 5.



[3]
The molecule C5H6N2 in a non-equilibrium geometry, computed with ωB97M-V with the def2-TZVPD basis set.

```
13
Properties=species:S:1:pos:R:3:forces:R:3
H -0.600 2.124 2.377 1.1 0.5 -0.2
N -1.282 1.791 1.728 -1.1 -3.3 -1.4
C -0.853 0.897 0.877 1.7 5.3 1.9
C -1.645 0.268 -0.137 -4.4 -1.7 -1.1
C -0.835 -0.296 -1.028 0.6 -0.6 0.9
C 0.440 -0.296 -0.277 2.2 3.0 -0.5
C 1.666 -1.073 -0.423 3.5 0.9 -4.6
N 0.589 0.774 0.529 -3.2 -3.8 0.6
H -2.786 0.013 -0.144 2.2 1.5 0.1
H -1.039 -0.648 -2.031 0.0 -0.6 0.4
H 2.439 -0.151 -0.421 -1.2 -2.3 -0.1
H 1.966 -1.656 0.395 -0.1 -0.8 1.3
H 1.940 -1.748 -1.444 -1.3 1.9 2.7
```
Positions in Å, forces in eV/Å.

Its SMILES is [H]/N=C1/C=CC(C)=N1. Its charge is 0.



[4]
The molecule C2H6N2O, computed with ωB97M-V with the def2-TZVPD basis set.

```
11
Properties=species:S:1:pos:R:3:forces:R:3
H 0.687 0.931 1.738 -0.2 0.1 -0.2
N 0.949 0.000 1.441 0.2 -0.1 0.4
C 0.438 -0.335 0.337 -0.3 0.5 -0.1
N 0.760 -1.537 -0.225 0.1 -0.4 -0.3
C -0.477 0.530 -0.525 -0.2 -0.4 0.0
O -1.029 1.543 0.282 0.0 0.2 0.1
H 1.257 -2.162 0.389 0.0 0.0 0.0
H 0.115 -1.964 -0.865 0.0 0.0 0.0
H 0.118 0.949 -1.347 -0.1 -0.1 0.1
H -1.285 -0.103 -0.953 0.4 0.2 0.1
H -1.532 2.148 -0.271 0.1 0.0 0.0
```
Positions in Å, forces in eV/Å.

Its SMILES is [H]/N=C(/N)CO. Its charge is 0.



Energy relative to the best compared isomer or geometry (same formula, charge and spin) list, top to bottom, in kcal/mol: 77.8 1.6 78.9 23.7